A cluster of 20 separate species, C80H220N20O20 in total at a distorted geometry, computed with ωB97M-V with the def2-TZVPD basis set.

Gap between HOMO and LUMO, eV: 8.87
Relative energy (zero: lowest compared OMol25 entry of this formula, charge and spin), kcal/mol: 34.5
Total energy, eV: -157268.9759
2S+1: 1
Net charge: 0
HOMO level, eV: -8.45

Cartesian coordinates (Å):
H -3.1945 -1.9602 -0.0122
H -2.6754 2.2335 2.9765
C -1.3727 5.8370 1.0992
H -3.6050 -5.1946 -5.3127
H -5.0977 -0.3220 3.9024
H -3.8054 -1.1191 -1.4842
H 0.3012 -4.7610 7.6052
H 1.7665 -2.2005 2.1336
H -0.2416 -4.0115 -0.8720
H -3.1277 -5.2181 5.9283
H 2.7263 -2.7355 6.5005
C -0.7692 4.4389 -3.4809
H 2.9799 -8.3748 -2.2461
C -2.1802 1.3346 -4.7721
C 1.8529 4.3608 4.8722
H -3.0764 3.0758 -3.9602
H 7.0993 -4.8710 2.9511
C -5.1103 -5.8784 6.5252
H 0.5244 7.9121 -1.7422
H 5.0678 -2.6265 2.8583
O 5.8492 3.0192 2.1649
H -2.4474 0.8639 -3.8199
O -4.4297 -3.6864 5.6140
H -4.0251 5.6642 0.2307
C -3.5669 -3.0671 -5.0143
H 2.6525 0.3200 -8.4606
H -3.0878 -2.9853 -6.0020
H -1.0465 -10.1775 8.2841
H 5.7100 6.9487 -7.2547
H 2.5401 0.0698 2.7177
H -3.9523 1.3801 5.6840
C 6.8471 2.3704 1.2942
H 0.7468 6.7544 2.4011
H -4.4227 -3.6037 -1.3870
H 8.6553 -6.1190 5.9879
C 5.7299 1.6497 -2.2496
H -0.1088 12.1165 -1.4811
H -7.9002 1.9712 -5.0899
H 2.3298 4.4676 3.9026
C -1.5113 4.3052 -8.2305
H 3.1629 -0.5354 8.4523
H -0.7048 -4.6062 6.0825
H 4.0949 -2.0083 -7.4517
O -0.0507 5.2860 1.0983
H -5.3384 0.2340 -3.3425
C 0.9558 6.2847 1.4302
C -0.2092 -0.0587 0.4712
H 2.3174 1.5162 -7.1639
H 5.6314 1.7516 8.5755
H -7.0524 0.2360 -3.7159
C 2.4685 0.4541 -7.3758
C 4.0638 -1.4758 -1.1652
H -0.7683 -10.0404 5.6489
H 4.6845 1.7598 7.0663
H 0.6412 -7.3529 1.1920
H -1.7152 -1.5303 2.3631
H -2.4123 0.5609 6.1187
C -5.0150 -4.7180 2.3759
C -1.3126 9.7846 -1.3116
H 1.9403 -1.8377 5.1489
C -6.9895 3.7546 -5.6178
O -5.9961 1.9447 -4.2825
H 4.7612 -5.5776 3.4372
H -2.6047 2.8145 -7.3866
H -6.4525 -1.5241 -1.4570
H -5.9658 -2.6758 1.0020
C 0.3406 -5.3415 3.0810
H -3.7883 -4.4935 7.4477
H 1.7360 6.7772 -8.0225
C 0.1121 1.0756 -1.5108
C -4.0154 -4.8083 6.4308
C 4.0924 1.2236 2.2178
H -4.6310 -0.9199 -0.0254
C -8.3656 4.3347 -5.8763
C 3.6200 3.8451 -4.7643
H 0.0489 0.8031 1.0770
C -0.6401 -1.4394 2.5546
H -3.6512 -1.9824 4.8707
H 1.9277 -1.7790 0.5482
H -0.4118 9.9239 -0.7022
H 4.0208 2.7853 0.6651
C -2.4761 -3.1255 -3.8700
H 1.1037 -4.6296 6.0351
H -2.4176 9.4649 -3.6450
H -1.6107 6.1849 -7.2854
O -5.4452 -4.3360 -5.9277
H -6.5857 1.2672 -2.4318
H 2.1002 7.1262 4.1465
C 6.6216 -4.6466 3.9299
C -0.4681 7.6706 -2.1384
H -0.5171 4.9120 -4.4293
C 4.6708 -3.6372 2.7652
O 5.1325 -0.0229 7.9722
H 4.8794 2.3320 -2.1404
C -0.1665 4.1454 -7.5440
C 5.1951 -2.4178 -1.4689
H -1.4958 6.5110 0.2647
C 5.1764 2.0292 2.9498
C -5.9632 -5.6340 -6.1396
H -2.0423 3.4241 -5.3478
C 3.3752 2.1510 1.2869
C -6.2127 0.8699 -3.3921
O 0.2247 -6.4482 6.4167
H 1.9004 -1.2241 -4.2858
H -0.9821 1.1895 -1.6401
C -1.1849 10.6920 -2.5607
N 1.5551 -1.4787 1.4514
H -0.5232 6.5836 -2.0942
H 6.5775 2.1219 -1.7632
H -6.1725 -5.7447 4.7120
C 1.9295 6.8094 5.1809
N -6.1147 -2.4309 -1.7560
H 5.4435 -0.7032 5.7294
H -1.9397 -8.7819 5.5050
C -2.1252 2.8123 -4.4408
H 4.2627 -0.3453 -2.9391
C 0.3488 -4.5785 -1.5858
H -1.8826 -4.0261 -3.9722
H -6.5103 0.1883 2.9427
N -1.2858 -9.1909 8.2033
H 3.5079 0.6641 -1.6228
H -4.2078 -6.5273 8.2922
H -1.8864 -4.3882 0.8915
C 3.5138 -0.8419 6.3337
H -2.7495 0.5995 2.2298
H -0.4891 -6.6063 8.3139
H -3.0032 -3.1439 -2.9046
H -2.1365 10.1994 -0.7348
H 2.6578 4.3323 5.6174
O -1.0136 3.0669 -3.6157
H -4.2219 1.4353 -5.3442
N -5.5523 -6.3864 5.1784
H -6.0507 -7.2654 5.3379
O 5.4850 0.4544 -1.4965
H 2.7377 4.9271 -2.4589
H 3.2528 -2.3137 -4.0998
H 2.4947 -2.8193 -1.1821
N 2.7795 -1.9803 -1.6684
H 3.3933 2.9435 -4.1766
H -6.3415 4.5309 -5.2242
N -3.3174 1.1740 -5.7370
N -2.2903 10.4745 -3.4967
H 0.3798 6.5554 -9.0947
H 4.2230 -1.8847 8.0962
H 5.4907 -2.4949 -2.5147
C -0.6537 -7.0256 7.3093
C -4.2797 -4.3797 -5.0208
O 5.8090 5.5700 -5.6745
H -1.6923 4.9245 -3.1663
C 1.5664 -6.3485 2.9191
H 1.5183 -1.4582 6.7617
N -3.8046 5.1066 1.0500
H 5.0817 -3.9341 1.7759
C -5.5462 -3.4820 0.4100
H 0.0756 4.5348 -2.8017
C 2.3612 -1.7833 6.1501
H -5.4918 3.0403 -6.8013
H 4.9634 0.1593 -7.9529
H 2.7017 1.4352 3.5540
H 9.1106 -5.5805 4.5136
H -6.9023 -3.0884 -1.8101
H 2.0033 -8.1353 1.8428
H 0.0471 6.2386 6.9123
H -6.2894 -6.1155 -5.2053
C 6.3722 6.6645 -6.4197
O 0.4465 -0.0693 -0.7647
H 0.2772 5.6838 4.4346
H 7.2414 6.2810 -6.9402
H 4.0136 -1.2723 -0.0498
H 5.0080 4.5942 -3.4064
H -3.9053 -7.6505 6.9587
H -6.2350 -4.2907 0.2158
N -6.4550 3.3303 -6.9315
H -2.6976 4.9456 -6.6481
N 3.0899 5.5886 -3.1436
H -2.0276 -5.5865 2.2407
C 3.9844 -0.8621 7.7860
N 2.2742 -6.6209 4.1591
H 0.6002 3.3655 2.7928
O -4.4886 -3.9523 1.2554
H 0.4619 3.4144 -8.0782
O -0.1501 -4.9568 1.7992
H -0.2669 -2.1994 0.6291
O 7.0490 -5.5781 4.9224
H -1.2837 4.5430 -9.2755
H -1.7680 -2.2892 -3.9076
H 6.1060 -2.1379 -0.9366
H 2.8640 -4.9119 -2.6926
C -4.6728 1.4625 2.8185
H 6.4229 1.7374 0.4934
H -2.8977 -2.6018 6.3504
C 4.2473 -0.1178 -1.8711
N -4.5249 -2.0402 -4.7953
H 1.8656 5.7029 1.5292
C -2.9017 1.1873 5.3789
H -4.2116 -5.3102 2.7913
H 3.5023 0.3494 -5.5392
C 4.7082 6.0803 -4.9691
H -0.8301 -0.1972 -5.6135
H 0.5843 1.9390 -1.0216
C 0.2114 -5.0306 6.5278
H 3.1736 0.1753 6.1643
H -4.9961 -2.2781 -3.9201
C -4.0820 -1.6940 -0.5940
H -4.4539 1.5101 0.8198
O 1.0474 3.1003 4.9081
C -7.1525 2.6275 -4.6085
H 6.5074 7.6296 -5.9667
C -2.4159 4.6463 0.9735
H -7.6797 2.9662 -3.6978
H -5.8244 -5.3626 2.0395
O 2.5701 -2.2343 -6.0489
H -4.6933 -4.6302 -4.0284
H -0.3299 -5.3594 -1.9865
H -2.5793 2.9692 -0.3074
O -1.5636 8.3500 -1.5260
N -4.9396 2.0806 1.5108
O 3.5983 -6.4735 -1.7036
H 3.8999 6.1749 -5.7035
C 3.3388 -7.8296 -1.3715
H -0.7565 3.5494 3.9176
C 2.4399 -5.7879 -2.1923
H -0.1523 1.9779 3.6910
H -1.5506 6.4450 1.9859
H 6.0316 1.5126 -3.3050
H -1.8871 -3.8994 2.5337
C 5.0971 -4.6179 3.8496
H -0.5475 -0.5088 3.0861
H -5.1716 -2.2038 -5.5605
H 7.0334 -3.6706 4.2309
H -0.2806 10.4736 -3.1148
C 1.0468 5.6127 5.2014
H -0.4170 7.9372 -3.1869
H -3.4077 0.1860 -5.9419
H 7.3469 3.2043 0.8143
H 4.3340 -0.7642 4.5384
C 1.5029 -5.3313 -1.0822
H 4.9463 7.0086 -4.4501
C -0.9130 -8.9830 5.8149
H -0.1966 -8.4704 5.1780
H 0.6188 -8.7250 7.4019
C -2.0859 3.9323 -0.2694
H -0.7600 1.4218 -6.2649
C 8.3958 -5.3435 5.2746
H 2.0651 -1.3068 -1.4645
H -5.3496 -6.3202 -6.6974
H 1.0387 -6.1968 -0.5816
H 1.1190 6.9820 0.5927
N 0.4818 5.3852 6.5516
N -2.1872 3.0137 -8.2835
H 1.6824 5.2496 -8.9656
C 1.0947 6.0193 -8.4719
H 2.8532 2.9105 1.8859
H 2.7380 4.0426 -5.3861
H 2.7002 1.5590 0.6500
H 7.6629 1.8927 1.8537
C 3.6111 -0.0707 -6.5494
H -9.0497 3.6116 -6.3109
H -5.9546 -5.4263 7.0543
H -1.2862 0.0427 0.2824
H 4.2882 -8.2332 -1.0320
H 1.6260 -6.7359 4.9478
H -1.8571 12.4879 -1.4545
H 1.8786 -6.3836 -2.9338
H 2.9595 6.5523 5.4630
C -1.0215 12.1240 -2.0737
H -5.4489 -7.5738 7.8643
H -4.6146 3.0359 1.5071
H -6.8410 -5.5203 -6.7459
C -1.5361 -4.6978 1.8666
H -0.4343 -5.8296 3.6665
H 3.1332 -4.9566 0.0558
C 2.3208 -2.1822 -4.6256
O 0.4744 5.4358 -7.3044
C -5.4086 0.1524 2.9733
C 3.7931 -1.6274 -6.4595
H 4.6377 0.4783 1.6127
H -0.2641 3.7410 -6.5270
C 0.0890 -1.3456 1.2306
H 5.9483 1.3652 3.4045
H 4.9324 -3.4158 -1.0931
H 5.6176 0.2420 -6.4258
H -8.8954 4.6134 -4.9761
C 4.7574 1.3157 8.0676
C 0.1742 3.0065 3.7338
H 4.4129 3.5525 -5.4517
H 0.5871 1.0128 -2.4849
H -2.4198 2.1891 5.3931
H -2.5998 4.4778 -1.0864
H -7.0721 2.5609 -7.2046
C -5.0219 -2.8700 -0.8270
H -3.1512 5.8089 -8.1518
H -8.3767 5.1460 -6.5765
H -0.0165 1.0986 -4.7478
H 1.6182 -2.9872 -4.3810
H 1.6302 -4.6974 0.8032
N 4.5967 -1.1852 5.4361
C -4.6612 -6.9894 7.3965
H 1.4984 7.5773 5.8165
H -2.5699 -3.4685 4.8428
H -4.0201 5.6631 1.8815
H 3.5761 -3.6372 2.7066
H 2.2323 -5.8470 2.2341
H -1.6929 -6.7824 7.0449
H 4.6836 2.6202 3.7223
H -2.2871 3.9498 1.8069
N 4.8394 0.4937 -7.0092
H 4.4773 -3.2961 5.1951
H -5.1579 -0.4920 2.1210
H 0.4039 -8.1013 2.7515
H 3.5393 6.3233 -2.5903
C -2.3276 5.4060 -7.5664
H 4.8987 -4.8324 5.8325
H 2.9165 -5.8803 4.3889
H -1.0244 3.8340 -0.4849
H 8.4872 -4.4026 5.7801
H 3.8648 1.5002 8.6543
H -0.3307 -2.3455 3.1064
H 0.6984 -4.4522 3.6467
H 1.4905 0.0100 -7.1853
H -0.8237 12.8148 -2.8901
N 3.2256 0.6312 3.2564
N 4.4364 -4.3090 5.1180
H -3.1491 10.8189 -3.0548
C -0.9021 0.8528 -5.3374
C -3.1765 1.2444 2.9965
N 2.1970 -4.5278 -0.0031
H 2.5544 -7.8583 -0.5884
H -2.9551 2.8966 -8.9357
H -1.0560 -8.8428 9.1247
H -5.3297 -4.0640 3.1969
O -2.7919 0.5391 4.1567
H -0.1165 4.5649 6.6150
H 0.6298 -3.9455 -2.4319
H 4.6538 -1.9553 -5.8539
C -0.4537 -8.5339 7.2498
C -3.3290 -2.8861 5.3867
H -5.0350 2.1225 3.6056
C 4.1634 5.0142 -3.9799
C 1.1383 -7.5811 2.1473

A structure of composition C24H64O8 at a distorted geometry, computed with ωB97M-V with the def2-TZVPD basis set.

Gap between HOMO and LUMO, eV: 7.39
Relative energy (zero: lowest compared OMol25 entry of this formula, charge and spin), kcal/mol: 1197.2
Total energy, eV: -42254.6428
2S+1: 1
Net charge: 0
HOMO level, eV: -7.29

Cartesian coordinates (Å):
H 2.4194 1.9149 0.4715
C -0.2162 0.0410 -0.3624
H 2.0036 -4.5520 0.8132
O 1.7692 -3.5100 -2.4469
C -2.6862 0.3690 -2.3559
C -1.2823 0.2032 -4.4718
H -4.8316 2.2175 -0.2845
C 1.0296 -1.2372 -2.6879
H -1.4925 -0.4216 2.9393
H 1.9788 -0.1718 4.5043
H -1.4716 1.2324 -4.7767
C 0.1361 -1.2989 4.0050
H 2.8382 -3.2698 0.0557
H -2.2123 4.6000 -2.7808
H -1.1271 -1.0913 -2.7443
H -3.1968 3.4934 -1.8361
H 1.0413 2.8249 -2.3577
H 0.3724 -1.0276 1.4613
C -1.0860 2.9023 -1.9519
H -3.0072 1.3721 -2.6367
C -3.2262 0.9216 0.6795
H -3.5218 1.7914 -1.2709
H 1.7720 -2.2797 -0.9318
O -1.3952 2.1465 -3.0729
H 0.9200 -1.5751 -3.7184
H -0.9477 -3.2682 -2.2458
H 1.1567 0.5638 3.3366
C 1.3831 -0.4590 3.6378
C 0.2838 3.5484 -2.0563
C -2.2143 3.9613 -1.8976
H 2.6098 2.8225 2.6240
H 0.2198 -0.5894 -2.3522
H 0.1917 -2.3647 3.1210
H 5.0894 1.1884 0.6932
O -1.3665 0.6119 -0.8113
H -0.1722 -3.9090 -0.7564
H -3.5256 -0.2976 -2.5539
C -0.9117 -1.3439 2.9514
H -0.6944 1.6223 -2.5556
C -4.1480 1.3899 -0.4742
H -1.2829 -0.9973 1.2448
C 1.0869 -2.4432 -1.7636
H -0.4987 0.4233 1.7525
H 1.5946 -1.5238 1.5615
H 2.7576 -3.9938 2.9937
C 2.9041 1.4510 1.3306
H 0.9428 1.5127 -1.5356
H -2.0737 4.5784 -1.0101
H 0.2950 4.4126 -2.7205
H -2.6678 0.3610 -1.2661
C -2.2759 2.0829 1.1535
H 1.2760 1.2213 2.8319
C 1.5942 -2.5921 1.7781
H -0.8626 -2.4002 -0.6941
H 1.9083 -0.6092 -2.5409
H 1.7983 0.7169 -0.2012
H -0.3169 -0.9478 4.9321
O 0.3046 -2.8735 2.3148
H -3.8688 0.7162 1.5356
C -0.3137 -3.0339 -1.3907
H -1.1519 0.8743 -1.7095
C -1.3822 -0.0544 -2.9631
H -0.4408 -1.2807 1.9704
O 0.6503 -2.6466 4.2269
C 2.6583 -2.9165 2.8608
H 0.5048 1.9584 0.0450
H -2.7889 2.9930 1.4645
H -4.7332 0.5384 -0.8217
H 3.9975 0.0097 0.1195
H -1.5514 -2.2265 2.9536
H -0.2589 0.0107 -4.7938
O -2.5054 -0.1930 0.2952
C 1.8523 0.6380 2.1138
H 1.8858 -0.9088 2.7816
H 4.4244 -0.0039 1.7737
H 2.4045 -2.3654 3.7663
H 0.5616 3.9071 -1.0652
H -1.6137 -0.0443 -0.0276
H 2.2722 0.0040 2.8948
H -1.6642 1.7739 2.0011
H 0.0293 -0.8399 -0.9557
H -1.0150 2.2199 -1.1049
H -1.2866 2.7509 -3.8108
C 0.8320 1.0953 -0.5348
O -0.4183 0.7233 -2.3628
H 1.1387 0.0730 1.5140
C 4.1651 0.6782 0.9640
C -0.4021 -0.3907 1.0340
H 1.1240 -3.3664 -0.2374
O 3.3699 2.4795 2.1483
H 1.3125 -2.6049 4.9207
H -1.9290 -0.4853 -5.0156
H -1.5926 2.3866 0.3604
C 1.8856 -3.5061 0.5298
H 1.1885 -3.7460 -3.1739
H 3.6941 -2.6681 2.6294